1.
Computed, not measured: an isolated molecule of C5H9NOS, with ωB97M-V/def2-TZVPD.

Frontier orbital gap = 0.3249 Ha
E_HOMO = -8.44 eV
Structure (SMILES) = C=C/C(=N/S)[C@@H](C)O

Positions of all 17 atoms, in Å:
1 C 2.71 -0.20 0.09
2 C 1.47 -0.09 -0.44
3 C 0.21 -0.28 0.26
4 N 0.24 -0.55 1.51
5 S -1.16 -0.76 2.36
6 C -0.98 -0.09 -0.56
7 C -1.47 1.31 -0.45
8 O -0.81 -0.44 -1.89
9 H 3.55 0.03 -0.54
10 H 2.86 -0.69 1.05
11 H 1.39 0.10 -1.54
12 H -0.61 -1.14 3.54
13 H -1.76 -0.74 -0.11
14 H -2.39 1.38 -1.11
15 H -0.71 1.96 -0.83
16 H -1.79 1.60 0.55
17 H -0.75 -1.41 -1.89

***

2.
Computed, not measured: a cluster of 2 separate species, C5H10O2 in total, with ωB97M-V/def2-TZVPD.

Frontier orbital gap = 0.3317 Ha
E_HOMO = -8.03 eV
Structure (SMILES) = C=COC.C=CO

Positions of all 17 atoms, in Å:
1 C 0.17 -1.01 1.36
2 C 0.77 -1.17 0.18
3 O 1.35 -0.21 -0.58
4 C 1.96 0.86 0.10
5 H -0.40 -1.82 1.80
6 H 0.15 -0.06 1.89
7 H 0.70 -2.10 -0.38
8 H 2.79 0.48 0.70
9 H 1.27 1.41 0.75
10 H 2.34 1.55 -0.66
11 C -1.90 -0.13 -0.04
12 C -1.42 0.83 -0.81
13 O -1.13 0.74 -2.13
14 H -2.02 -1.17 -0.34
15 H -2.20 0.17 0.95
16 H -1.18 1.81 -0.41
17 H -1.24 -0.19 -2.38

***

3.
Computed, not measured: the ion C3H7N2 with charge +1, with ωB97M-V/def2-TZVPD.

Net charge = +1
Frontier orbital gap = 0.3041 Ha
E_HOMO = -13.56 eV

Positions of all 12 atoms, in Å:
1 C -0.09 -0.16 -1.89
2 C -0.97 -0.26 0.11
3 C 1.52 -0.39 -0.09
4 N -1.24 0.77 0.86
5 N 0.20 -0.35 -0.66
6 H -1.12 -0.15 -2.24
7 H -1.74 -1.01 -0.06
8 H 2.17 -0.98 -0.74
9 H 1.95 0.61 -0.03
10 H 1.48 -0.84 0.90
11 H -0.53 1.46 1.10
12 H -2.18 0.95 1.21

***

4.
Computed, not measured: a structure of composition C31H44BrCdN3P2, with ωB97M-V/def2-TZVPD.

Net charge = +2
Frontier orbital gap (alpha / beta) = 0.1261 / 0.1422 Ha
E_HOMO (alpha / beta) = -11.95 / -11.95 eV

Positions of all 82 atoms, in Å:
1 N 8.32 -1.92 -2.88
2 C 8.16 -2.42 -1.65
3 C 6.93 -2.53 -1.00
4 C 5.74 -2.16 -1.70
5 C 5.94 -1.59 -2.99
6 C 7.23 -1.50 -3.53
7 C 4.42 -2.25 -1.13
8 Cd 1.95 -3.82 -1.71
9 P -4.65 -2.24 -0.65
10 C 3.22 -2.02 -1.89
11 C 2.27 -0.99 -1.44
12 C 1.12 -0.71 -2.21
13 C 0.11 0.08 -1.75
14 C 0.13 0.70 -0.40
15 C 1.39 0.43 0.35
16 C 2.39 -0.33 -0.18
17 Br -1.34 -0.20 0.63
18 H 4.37 -2.30 -0.03
19 H 3.33 -2.09 -2.98
20 H 6.90 -2.91 0.02
21 H 5.12 -1.21 -3.59
22 H 9.08 -2.76 -1.16
23 H 7.38 -1.09 -4.53
24 H 1.01 -1.21 -3.18
25 H 3.32 -0.41 0.37
26 H -0.86 0.10 -2.26
27 H 1.45 0.75 1.39
28 P -0.08 2.53 -0.64
29 C -3.39 -2.95 0.48
30 C -3.57 -4.45 0.70
31 H -3.49 -2.42 1.43
32 H -2.40 -2.74 0.06
33 H -2.81 -4.82 1.40
34 H -4.55 -4.68 1.12
35 H -3.46 -5.01 -0.24
36 C -3.85 -1.23 -1.97
37 C -4.89 -0.69 -2.96
38 H -3.10 -1.85 -2.47
39 H -3.34 -0.41 -1.44
40 H -4.41 -0.34 -3.88
41 H -5.62 -1.46 -3.25
42 H -5.45 0.15 -2.54
43 C -5.19 -0.78 0.38
44 C -6.02 -1.11 1.62
45 H -5.78 -0.14 -0.30
46 H -4.28 -0.22 0.65
47 H -6.19 -0.20 2.20
48 H -7.00 -1.50 1.34
49 H -5.52 -1.84 2.27
50 C -0.78 3.35 0.79
51 C -0.79 4.88 0.65
52 H -0.24 3.02 1.70
53 H -1.80 2.96 0.87
54 H 0.15 5.32 0.98
55 H -0.99 5.19 -0.38
56 H -1.59 5.28 1.28
57 C -1.24 2.72 -2.01
58 C -0.66 2.61 -3.42
59 H -1.67 3.72 -1.87
60 H -2.06 2.01 -1.85
61 H 0.19 3.29 -3.55
62 H -0.32 1.60 -3.68
63 H -1.44 2.87 -4.15
64 C 1.56 3.17 -1.04
65 C 2.50 3.44 0.13
66 H 1.37 4.09 -1.62
67 H 2.00 2.44 -1.73
68 H 3.49 3.70 -0.26
69 H 2.14 4.27 0.75
70 H 2.65 2.57 0.77
71 N -0.30 1.02 8.63
72 C -0.34 0.68 7.51
73 C -0.31 0.27 6.13
74 C -0.07 1.21 5.12
75 C -0.01 0.75 3.79
76 N -0.07 -0.53 3.47
77 C -0.31 -1.43 4.42
78 C -0.41 -1.08 5.78
79 H 0.13 2.26 5.33
80 H 0.09 1.46 2.96
81 H -0.41 -2.46 4.08
82 H -0.50 -1.88 6.52

***

In the order shown, the computed energy above the lowest of the compared OMol25 structures with the same formula, charge and spin values come out to 226.79 343.71 291.77 203.75 kJ/mol.
In the order shown, the computed largest force on an atom values come out to 2.77 0.85 1.57 2.83 eV/Å.